Run P
The following is a quantum chemistry calculation of the molecule C20H28N4O3, from the OMol25 dataset.

Positions of all 55 atoms, in Å:
C -6.65 -2.17 1.86
C -5.31 -1.50 1.55
N -5.37 -0.32 0.71
C -5.84 0.88 1.38
C -4.67 1.69 1.93
C -5.89 -0.53 -0.62
C -5.11 0.32 -1.64
N -3.72 -0.05 -1.65
C -2.73 0.72 -1.19
O -2.80 1.89 -0.87
C -1.40 -0.03 -1.14
O -1.31 -1.21 -1.47
N -0.43 0.78 -0.68
C 0.92 0.52 -0.45
C 1.72 1.55 0.05
C 3.06 1.35 0.31
C 3.63 0.10 0.07
C 2.84 -0.93 -0.47
C 1.50 -0.71 -0.72
C 3.51 -2.24 -0.77
C 4.52 -2.53 0.32
C 5.51 -1.39 0.48
O 6.68 -1.56 0.74
N 4.98 -0.14 0.34
C 5.89 0.96 0.64
C 5.32 2.30 0.19
C 3.93 2.47 0.80
H -7.13 -2.52 0.95
H -7.33 -1.47 2.36
H -6.50 -3.02 2.52
H -4.83 -1.21 2.48
H -4.65 -2.23 1.06
H -6.53 0.64 2.20
H -6.39 1.50 0.66
H -4.10 1.10 2.65
H -5.03 2.58 2.44
H -4.00 1.98 1.13
H -6.96 -0.30 -0.71
H -5.75 -1.59 -0.88
H -5.15 1.37 -1.36
H -5.54 0.18 -2.63
H -3.47 -1.02 -1.82
H -0.76 1.72 -0.48
H 1.28 2.52 0.23
H 0.90 -1.51 -1.13
H 4.01 -2.17 -1.74
H 2.76 -3.03 -0.84
H 4.01 -2.66 1.28
H 5.09 -3.44 0.12
H 6.84 0.75 0.14
H 6.08 0.98 1.72
H 5.99 3.10 0.50
H 5.24 2.32 -0.90
H 3.50 3.43 0.52
H 4.01 2.45 1.89

Summary:
**SMILES**: CCN(CC)CCNC(=O)C(=O)Nc1cc2c3c(c1)CCC(=O)N3CCC2
**2S+1**: 1
**Kohn-Sham gap**: 8.47 eV



Run Q
The following is a quantum chemistry calculation of the molecule C20H28N4O3, from the OMol25 dataset.

Positions of all 55 atoms, in Å:
C 3.09 0.27 2.82
C 3.25 1.18 1.61
C 2.06 1.09 0.70
N 2.11 0.24 -0.31
C 3.17 -0.66 -0.68
C 2.66 -1.74 -1.63
C 1.87 -2.89 -0.97
N 0.51 -2.65 -0.56
C -0.42 -2.23 -1.59
C -1.80 -2.85 -1.39
C 0.29 -2.09 0.76
C -0.19 -3.16 1.74
C 0.89 1.85 0.91
C 0.78 2.78 2.02
O 1.62 3.01 2.88
N -0.42 3.47 2.09
C -1.53 3.34 1.30
O -2.55 3.96 1.50
N -1.38 2.43 0.27
C -2.50 2.23 -0.59
C -3.08 0.97 -0.67
C -4.15 0.76 -1.52
C -4.66 1.81 -2.27
C -4.09 3.07 -2.17
C -3.00 3.28 -1.34
C -0.22 1.72 0.00
O -0.21 1.03 -1.02
H 2.25 0.60 3.43
H 3.99 0.31 3.43
H 2.92 -0.77 2.53
H 3.35 2.21 1.97
H 4.15 0.92 1.05
H 1.27 0.25 -0.91
H 3.60 -1.13 0.21
H 3.97 -0.09 -1.18
H 3.52 -2.18 -2.12
H 2.04 -1.27 -2.40
H 1.84 -3.71 -1.69
H 2.42 -3.25 -0.10
H -0.02 -2.57 -2.55
H -0.53 -1.14 -1.64
H -2.44 -2.59 -2.22
H -1.72 -3.93 -1.33
H -2.26 -2.49 -0.47
H -0.45 -1.28 0.71
H 1.22 -1.66 1.16
H 0.55 -3.96 1.82
H -0.33 -2.73 2.73
H -1.13 -3.59 1.41
H -0.50 4.12 2.86
H -2.68 0.16 -0.08
H -4.60 -0.22 -1.58
H -5.51 1.65 -2.92
H -4.49 3.89 -2.75
H -2.55 4.26 -1.27

Summary:
**SMILES**: CC/C(NCCCN(CC)CC)=C1\C(=O)NC(=O)N(c2ccccc2)C1=O
**2S+1**: 1
**Kohn-Sham gap**: 8.60 eV



Stability check: which of them is least stable? run Q.



Run P
The following is a quantum chemistry calculation of the molecule C20H28N4O3, from the OMol25 dataset.

Positions of all 55 atoms, in Å:
C -2.27 -0.55 -4.98
C -1.58 -1.33 -3.80
C -0.75 -0.40 -2.90
C 0.31 0.30 -3.74
C -1.55 0.60 -2.03
N -2.67 -0.02 -1.32
C -2.66 -1.07 -0.52
C -3.99 -1.30 0.16
O -1.68 -1.72 -0.30
C -0.58 1.37 -1.14
O -0.23 2.52 -1.38
N -0.21 0.76 -0.02
C 0.27 1.50 1.15
C 0.87 0.57 2.20
C 2.12 -0.24 1.78
C 2.65 -0.30 0.53
N 3.67 -1.23 0.48
C 3.87 -1.83 1.71
C 4.68 -2.85 2.20
C 4.54 -3.26 3.53
C 3.66 -2.63 4.38
C 2.83 -1.65 3.90
C 2.89 -1.21 2.58
C -0.86 2.34 1.82
O -1.89 1.76 2.18
N -0.65 3.67 1.92
C -1.79 4.52 2.21
H -2.84 -1.26 -5.55
H -1.49 -0.11 -5.61
H -2.92 0.23 -4.56
H -0.93 -2.06 -4.26
H -2.30 -1.93 -3.22
H -0.23 -1.11 -2.22
H -0.11 1.15 -4.29
H 1.12 0.70 -3.06
H 0.74 -0.47 -4.42
H -1.93 1.34 -2.72
H -3.57 0.47 -1.35
H -4.75 -1.12 -0.57
H -4.11 -0.57 0.97
H -4.03 -2.30 0.54
H -0.64 -0.15 0.11
H 1.08 2.19 0.82
H 1.13 1.26 3.00
H 0.13 -0.10 2.60
H 2.27 0.26 -0.31
H 4.09 -1.54 -0.39
H 5.35 -3.36 1.50
H 5.20 -4.02 3.94
H 3.60 -2.96 5.40
H 2.08 -1.21 4.56
H 0.21 4.06 1.60
H -1.44 5.59 2.25
H -2.52 4.42 1.43
H -2.21 4.27 3.17

Summary:
**SMILES**: CC[C@@H](C)[C@@H](NC(C)=O)C(=O)N[C@H](Cc1c[nH]c2ccccc12)C(=O)NC
**2S+1**: 1
**Kohn-Sham gap**: 8.42 eV



Run Q
The following is a quantum chemistry calculation of the molecule C20H28N4O3, from the OMol25 dataset.

Positions of all 55 atoms, in Å:
C -6.59 -1.87 0.29
C -6.73 -0.69 -0.68
N -5.59 0.20 -0.80
C -4.43 -0.37 -1.45
C -3.56 0.70 -2.11
C -5.34 1.06 0.33
C -4.47 0.49 1.48
N -3.07 0.80 1.33
C -2.11 -0.09 1.09
O -2.24 -1.30 0.99
C -0.74 0.58 0.91
O -0.61 1.79 0.99
N 0.20 -0.35 0.68
C 1.57 -0.20 0.48
C 2.20 1.04 0.49
C 3.57 1.14 0.30
C 4.33 -0.01 0.10
C 3.70 -1.26 0.04
C 2.33 -1.34 0.24
C 4.54 -2.46 -0.25
C 5.88 -2.30 0.46
C 6.55 -1.00 0.07
O 7.75 -0.89 -0.08
N 5.71 0.07 -0.08
C 6.36 1.36 -0.31
C 5.37 2.42 -0.75
C 4.24 2.49 0.27
H -6.59 -1.54 1.33
H -5.68 -2.43 0.09
H -7.44 -2.55 0.16
H -6.93 -1.08 -1.68
H -7.59 -0.08 -0.38
H -4.81 -1.04 -2.24
H -3.82 -0.98 -0.78
H -4.18 1.36 -2.71
H -2.83 0.22 -2.75
H -3.03 1.29 -1.37
H -6.31 1.35 0.74
H -4.85 1.97 -0.03
H -4.54 -0.60 1.52
H -4.82 0.90 2.43
H -2.78 1.77 1.35
H -0.17 -1.29 0.66
H 1.61 1.93 0.65
H 1.85 -2.31 0.20
H 4.70 -2.54 -1.33
H 4.04 -3.37 0.08
H 5.73 -2.28 1.54
H 6.56 -3.12 0.22
H 7.14 1.20 -1.06
H 6.86 1.67 0.62
H 5.89 3.38 -0.83
H 4.97 2.17 -1.73
H 3.51 3.26 0.00
H 4.64 2.73 1.25

Summary:
**SMILES**: CCN(CC)CCNC(=O)C(=O)Nc1cc2c3c(c1)CCC(=O)N3CCC2
**2S+1**: 1
**Kohn-Sham gap**: 8.43 eV



Stability check: which of them is least stable? run P.